(1)
{
  "formula": "C2H5BS2",
  "method": "the ωB97M-V functional and the def2-TZVPD basis",
  "species": ["B", "C", "C", "S", "S", "H", "H", "H", "H", "H"],
  "positions_angstrom": [[3.0013, -1.1220, 0.1538], [-1.7515, 0.9717, -0.3514], [-1.0355, -0.1900, 0.2196], [-0.0654, 1.3242, 0.1715], [4.1077, -0.0080, -0.1149], [2.2030, -1.9225, 0.3446], [-1.9175, 1.0015, -1.4194], [-2.5293, 1.4478, 0.2320], [-1.3090, -0.5280, 1.2107], [-0.7038, -0.9745, -0.4465]],
  "mulliken_charge": [0.320, -0.501, -0.437, -0.106, -0.306, -0.010, 0.254, 0.254, 0.268, 0.265],
  "orbital_gap_ev": 9.51,
  "e_homo_ev": -8.865,
  "smiles": "C1CS1.B=S",
  "total_charge": 0,
  "energy_ev": -24501.0881,
  "spin_multiplicity": 1,
  "max_force_ev_per_a": 0.7,
  "relative_energy_kj_mol": 132.7
}

(2)
{
  "formula": "C2H5BrCl2N",
  "method": "the ωB97M-V functional and the def2-TZVPD basis",
  "species": ["C", "C", "N", "Cl", "Cl", "Br", "H", "H", "H", "H", "H"],
  "positions_angstrom": [[-0.1658, 0.7492, 0.4890], [0.3081, 0.0725, -1.4742], [-0.2279, -0.5754, 1.1271], [2.0166, 0.4493, -1.6130], [-0.0751, -1.6059, -1.4353], [-1.9198, 1.4772, 0.5467], [0.7195, 1.4391, 0.7202], [-0.2658, 0.7694, -2.2244], [-0.0228, -1.3531, 0.3767], [-1.0195, -0.5842, 1.7841], [0.6526, -0.8382, 1.7033]],
  "mulliken_charge": [-0.218, -0.025, -0.310, -0.070, -0.116, -0.027, 0.401, 0.370, 0.230, 0.350, 0.417],
  "orbital_gap_ev": 10.16,
  "e_homo_ev": -14.142,
  "total_charge": 1,
  "energy_ev": -98722.9134,
  "spin_multiplicity": 1,
  "max_force_ev_per_a": 4.0,
  "relative_energy_kj_mol": 141.4
}

(3)
{
  "formula": "C2H5BrClN",
  "method": "the ωB97M-V functional and the def2-TZVPD basis",
  "species": ["C", "C", "N", "Cl", "Br", "H", "H", "H", "H", "H"],
  "positions_angstrom": [[-0.2800, -1.0492, -0.8349], [0.3345, 1.3274, 0.9466], [0.1628, -0.8778, 0.5288], [-1.0892, 2.2763, 1.1048], [1.4565, 1.7634, -0.6461], [0.4832, -0.5818, -1.5101], [-0.3273, -2.0702, -1.0810], [-1.1639, -0.6872, -1.2472], [1.1024, 1.0779, 1.7363], [-0.6789, -1.1788, 1.0026]],
  "mulliken_charge": [-0.847, -0.075, -0.472, -0.074, -0.101, 0.265, 0.383, 0.341, 0.342, 0.238],
  "orbital_gap_ev": [8.51, 8.53],
  "e_homo_ev": [-8.899, -8.918],
  "total_charge": 0,
  "energy_ev": -86206.2533,
  "spin_multiplicity": 1,
  "max_force_ev_per_a": 4.2,
  "relative_energy_kj_mol": 404.9
}

(4)
{
  "formula": "C2H5BrClN",
  "method": "the ωB97M-V functional and the def2-TZVPD basis",
  "species": ["C", "C", "N", "Cl", "Br", "H", "H", "H", "H", "H"],
  "positions_angstrom": [[0.8335, -0.3544, -0.8430], [0.4869, 0.4324, 0.3583], [-1.4077, -0.0182, 0.3577], [-1.6224, -1.5067, 1.1000], [-2.5458, 1.3369, 0.9346], [1.9433, -0.0231, -1.1482], [0.7918, -1.3882, -0.7298], [0.1601, -0.0380, -1.6320], [1.0253, 0.0455, 1.2543], [0.3351, 1.5139, 0.3479]],
  "mulliken_spin": [-0.052, 0.383, 0.678, 0.308, 0.617, 0.040, 0.009, 0.003, 0.010, 0.004],
  "orbital_gap_ev": [6.70, 7.84],
  "e_homo_ev": [-6.045, -10.163],
  "total_charge": 0,
  "energy_ev": -86203.9117,
  "spin_multiplicity": 3,
  "max_force_ev_per_a": 4.6,
  "relative_energy_kj_mol": 164.2
}

(5)
{
  "formula": "C2H5BrO2P",
  "method": "the ωB97M-V functional and the def2-TZVPD basis",
  "species": ["C", "C", "O", "O", "P", "Br", "H", "H", "H", "H", "H"],
  "positions_angstrom": [[0.4749, -0.2528, 0.2949], [-0.7278, 0.2987, -0.5436], [-1.3968, -2.2301, -1.6413], [0.2402, -0.8582, -3.0558], [-0.8731, -0.9444, -2.1016], [-2.6881, 0.1516, -2.9685], [0.2598, -1.1450, 0.9705], [1.4593, -0.5127, -0.3167], [0.7596, 0.4770, 1.0935], [-0.5623, 1.2690, -0.8209], [-1.6055, 0.2127, -0.0518]],
  "mulliken_charge": [-0.977, -0.768, -0.654, -0.655, 0.852, -0.455, 0.272, 0.245, 0.321, 0.429, 0.389],
  "orbital_gap_ev": 8.91,
  "e_homo_ev": -5.264,
  "smiles": "CC[P@](=O)([O-])Br",
  "total_charge": -1,
  "energy_ev": -85585.4050,
  "spin_multiplicity": 1,
  "max_force_ev_per_a": 6.1,
  "relative_energy_kj_mol": 71.6
}

(6)
{
  "formula": "C2H5BrS",
  "method": "the ωB97M-V functional and the def2-TZVPD basis",
  "species": ["C", "C", "S", "Br", "H", "H", "H", "H", "H"],
  "positions_angstrom": [[0.4008, 1.3552, -0.8287], [0.8879, 0.6463, 0.1701], [-1.2903, -2.3393, 0.6467], [2.7041, 0.1356, 0.3170], [-0.6694, 1.2651, -0.8179], [-2.3945, -1.7708, 1.0195], [0.9830, 1.6780, -1.6377], [0.2508, 0.1546, 0.9276], [-0.8725, -1.1248, 0.2035]],
  "mulliken_spin": [0.903, 0.828, 0.007, 0.179, 0.035, 0.000, 0.030, 0.011, 0.008],
  "orbital_gap_ev": [6.65, 7.14],
  "e_homo_ev": [-5.850, -9.910],
  "total_charge": 0,
  "energy_ev": -83027.1609,
  "spin_multiplicity": 3,
  "max_force_ev_per_a": 11.1,
  "relative_energy_kj_mol": 237.8
}

(7)
{
  "formula": "C2H5BrSi",
  "method": "the ωB97M-V functional and the def2-TZVPD basis",
  "species": ["C", "C", "Si", "Br", "H", "H", "H", "H", "H"],
  "positions_angstrom": [[1.4075, -0.1383, 0.3561], [1.2290, -0.8352, -0.7578], [-0.2933, 3.7572, -0.1651], [0.2976, 3.3950, -2.4507], [0.9386, 0.8310, 0.5546], [2.0249, -0.5197, 1.1231], [1.7198, -1.7724, -0.8705], [0.6424, -0.3213, -1.4771], [-0.1331, 2.1870, 0.1281]],
  "mulliken_charge": [-0.361, -0.305, 0.292, -0.223, -0.116, 0.250, 0.239, 0.218, 0.006],
  "orbital_gap_ev": 7.90,
  "e_homo_ev": -9.361,
  "total_charge": 0,
  "energy_ev": -80073.1977,
  "spin_multiplicity": 1,
  "max_force_ev_per_a": 1.9,
  "relative_energy_kj_mol": 193.6
}

(8)
{
  "formula": "C2H5BrSi",
  "method": "the ωB97M-V functional and the def2-TZVPD basis",
  "species": ["C", "C", "Si", "Br", "H", "H", "H", "H", "H"],
  "positions_angstrom": [[-0.3496, 1.5696, -1.3575], [0.5436, 0.7258, -0.8679], [-0.2997, -1.5068, 1.5276], [2.4641, 0.9375, -1.1210], [-0.2384, 2.4285, -1.9958], [-1.4003, 1.5134, -1.2542], [-1.5557, -2.2925, 1.3733], [0.9816, -2.1017, 0.7527], [-0.1456, -1.2738, 2.9428]],
  "mulliken_charge": [-0.559, 0.004, 0.304, -0.124, 0.283, 0.247, -0.056, -0.035, -0.064],
  "orbital_gap_ev": [8.36, 6.69],
  "e_homo_ev": [-9.447, -8.154],
  "total_charge": 0,
  "energy_ev": -80069.4569,
  "spin_multiplicity": 1,
  "max_force_ev_per_a": 2.4,
  "relative_energy_kj_mol": 554.5
}

Copy entry 4 word for word.
{
  "formula": "C2H5BrClN",
  "method": "the ωB97M-V functional and the def2-TZVPD basis",
  "species": ["C", "C", "N", "Cl", "Br", "H", "H", "H", "H", "H"],
  "positions_angstrom": [[0.8335, -0.3544, -0.8430], [0.4869, 0.4324, 0.3583], [-1.4077, -0.0182, 0.3577], [-1.6224, -1.5067, 1.1000], [-2.5458, 1.3369, 0.9346], [1.9433, -0.0231, -1.1482], [0.7918, -1.3882, -0.7298], [0.1601, -0.0380, -1.6320], [1.0253, 0.0455, 1.2543], [0.3351, 1.5139, 0.3479]],
  "mulliken_spin": [-0.052, 0.383, 0.678, 0.308, 0.617, 0.040, 0.009, 0.003, 0.010, 0.004],
  "orbital_gap_ev": [6.70, 7.84],
  "e_homo_ev": [-6.045, -10.163],
  "total_charge": 0,
  "energy_ev": -86203.9117,
  "spin_multiplicity": 3,
  "max_force_ev_per_a": 4.6,
  "relative_energy_kj_mol": 164.2
}